11
Properties=species:S:1:pos:R:3:nbo_charge:R:1 method="wB97M-V/def2-TZVPD" relative_energy_kj_mol=112.5 smiles="C=C(F)N(C)I" gap_ev=8.3320
C -0.806 0.677 1.309 -0.6007
C 0.509 0.843 1.362 0.5614
C 0.767 -0.257 -0.687 -0.4312
N 1.441 0.475 0.278 -0.6297
F 1.149 1.246 2.437 -0.3133
I 3.302 0.015 0.848 0.3570
H -1.547 1.122 1.964 0.2347
H -1.182 0.238 0.375 0.2154
H 0.319 -1.116 -0.186 0.1776
H -0.165 0.189 -1.264 0.2110
H 1.452 -0.592 -1.455 0.2179

---

19
Properties=species:S:1:pos:R:3:mulliken_spin:R:1 method="wB97M-V/def2-TZVPD" relative_energy_kj_mol=152.4 spin_multiplicity=2 gap_ev="10.2445 / 5.0520" total_charge=+1 s2=0.75
C -1.661 -0.444 0.722 0.0044
C -2.399 -1.533 -0.064 -0.0002
C -1.407 -2.291 -0.973 0.0008
H -0.939 -0.912 1.384 -0.0001
H -2.359 0.175 1.297 0.0002
H -1.113 0.187 0.013 0.0000
H -3.107 -1.046 -0.729 0.0000
H -2.862 -2.242 0.619 0.0001
H -1.957 -2.795 -1.765 0.0000
H -0.640 -1.652 -1.433 -0.0011
H -0.789 -3.040 -0.468 0.0000
N 2.182 2.471 -0.185 0.8056
C 1.327 1.347 -0.188 0.0324
O 1.743 0.395 0.744 0.0506
H 1.787 3.337 -0.551 -0.0224
H 3.196 2.464 -0.051 -0.0192
H 0.330 1.679 0.110 0.0551
H 1.196 0.941 -1.221 0.0902
H 2.709 0.374 0.766 0.0037

---

58
Properties=species:S:1:pos:R:3:nbo_charge:R:1 method="wB97M-V/def2-TZVPD" relative_energy_kj_mol=51.2 gap_ev="5.7616 / 5.6156" total_charge=+1
Ca 0.141 -0.064 -0.357 1.6674
P -2.424 0.146 -1.394 0.7046
C -2.144 0.555 -3.073 -0.5085
C -0.847 1.004 -3.443 0.2303
N 0.256 0.787 -2.628 -0.6192
C 1.477 1.096 -3.097 0.2471
C 1.685 1.815 -4.274 -0.2164
C 0.578 2.113 -5.061 -0.1421
C -0.670 1.680 -4.669 -0.2112
C 2.757 0.679 -2.341 -0.7732
P 2.584 -0.820 -1.300 0.7219
H -1.564 1.823 -5.250 0.2308
H 2.717 2.082 -4.522 0.2403
H 0.718 2.676 -5.964 0.2422
H 3.545 0.467 -3.090 0.2589
H 3.105 1.525 -1.707 0.2685
H -2.002 -1.490 -4.406 0.4854
H -2.971 0.691 -3.788 0.2317
H -0.875 -3.259 -3.501 0.4871
O -1.836 -2.452 -4.437 -0.9460
H -2.223 -2.754 -5.284 0.5041
H -0.337 -2.114 -1.014 -0.0454
O -0.429 -3.907 -2.887 -0.9391
H 0.053 -3.330 -2.240 0.4367
C 3.186 -2.124 -2.433 -0.9339
H 4.232 -1.989 -2.753 0.2449
H 3.070 -3.095 -1.922 0.2616
H 2.525 -2.175 -3.313 0.2528
C 3.945 -0.653 -0.099 -0.9375
H 3.931 -1.536 0.555 0.2646
H 4.934 -0.553 -0.565 0.2432
H 3.760 0.205 0.564 0.2528
C -3.224 1.533 -0.488 -0.9186
H -4.229 1.748 -0.882 0.2393
H -3.270 1.261 0.580 0.2873
H -2.597 2.436 -0.553 0.2506
C -3.619 -1.230 -1.263 -0.9294
H -3.769 -1.394 -0.185 0.2730
H -4.571 -1.009 -1.766 0.2385
H -3.137 -2.122 -1.686 0.2580
C 0.109 1.132 8.224 -0.6363
C 0.041 0.889 6.751 0.0065
C 0.021 -0.412 6.272 -0.2095
C -0.079 -0.679 4.909 -0.1820
C -0.198 0.412 4.022 -0.2869
C -0.114 1.735 4.478 -0.2089
C -0.015 1.948 5.849 -0.2023
S -0.593 0.180 2.313 2.3237
O 0.521 -0.692 1.808 -1.0889
O -1.916 -0.417 2.256 -0.9585
O -0.487 1.464 1.549 -1.0547
H -0.740 0.687 8.754 0.2298
H 1.007 0.697 8.676 0.2285
H 0.111 2.197 8.451 0.2203
H 0.072 -1.204 7.022 0.2214
H -0.062 -1.720 4.576 0.2358
H -0.141 2.570 3.774 0.2414
H 0.001 2.960 6.251 0.2172

---

no.,F_max (eV Å⁻¹)
1,4.88
2,2.29
3,2.12